{"formula": "C3H8N2O2", "method": "ωB97M-V with the def2-TZVPD basis set", "elements": ["O", "C", "N", "C", "N", "C", "O", "H", "H", "H", "H", "H", "H", "H", "H"], "positions_angstrom": [[-1.2762, 0.4660, 1.9236], [-0.2932, -0.1621, 1.5787], [0.4930, -0.8404, 2.4888], [0.1724, -0.3289, 0.1927], [-0.8092, -0.0949, -0.8943], [0.0265, 0.9821, -2.1328], [1.2353, 0.4905, -2.1794], [0.3193, -0.5258, 3.4411], [0.7794, -1.7953, 2.3438], [0.6623, -1.3112, 0.1611], [1.0007, 0.3348, -0.0790], [-1.6726, 0.2510, -0.4864], [-0.1723, 1.9671, -1.6982], [-0.7428, 0.7917, -2.8753], [0.2773, -0.2247, -1.7846]], "lowdin_charge": [0.0651, -0.5358, 0.1377, -0.1998, -0.0216, -0.2954, -0.0722, 0.1087, 0.0980, 0.1231, 0.1253, 0.0996, 0.1192, 0.1118, 0.1363], "orbital_gap_ev": 10.490, "e_homo_ev": -9.6622, "energy_ev": -10311.8358, "e_lumo_ev": 0.83, "relative_energy_kj_mol": 493.7}



{"formula": "C3H8OS2", "method": "ωB97M-V with the def2-TZVPD basis set", "elements": ["O", "C", "S", "H", "H", "C", "C", "S", "H", "H", "H", "H", "H", "H"], "positions_angstrom": [[2.3849, 1.4018, -0.7310], [2.0919, 0.3104, -0.3248], [3.2432, -0.8911, 0.2928], [1.0570, -0.0740, -0.2883], [4.3128, -0.1175, 0.0969], [-1.7682, 1.0707, 1.1056], [-1.9304, 0.3474, -0.2240], [-3.4550, -0.6382, -0.3455], [-0.8527, 1.6770, 1.1032], [-1.6924, 0.3597, 1.9368], [-2.6215, 1.7250, 1.3011], [-1.0658, -0.2916, -0.4326], [-1.9985, 1.0657, -1.0478], [-3.1895, -1.4625, 0.6818]], "lowdin_charge": [-0.0295, -0.6839, 0.7828, 0.0501, -0.1210, -0.1828, -0.6472, 0.6744, 0.0683, 0.0679, 0.0684, 0.0358, 0.0661, -0.1494], "orbital_gap_ev": 9.830, "e_homo_ev": -9.1803, "energy_ev": -26958.1938, "smiles": "O=CS.CCS", "e_lumo_ev": 0.65, "relative_energy_kj_mol": 40.0}



{"formula": "C24H29BF2I2IrN3S", "method": "ωB97M-V with the def2-TZVPD basis set", "elements": ["Ir", "I", "C", "I", "H", "H", "C", "C", "C", "C", "C", "C", "C", "C", "N", "C", "C", "C", "C", "N", "C", "C", "C", "C", "C", "C", "C", "C", "H", "H", "H", "H", "H", "H", "H", "H", "H", "H", "H", "H", "H", "H", "H", "H", "H", "H", "H", "H", "H", "H", "H", "H", "S", "C", "C", "N", "C", "H", "H", "H", "F", "B", "F"], "positions_angstrom": [[0.0008, -0.6093, -0.8535], [2.6233, 0.6993, -1.9483], [3.2450, -0.8113, -3.3273], [1.7486, -2.3460, -3.6173], [4.1462, -1.2641, -2.9259], [3.4415, -0.3303, -4.2813], [-1.2617, -2.3364, 2.7112], [0.0797, -2.8825, 2.4141], [0.4272, -4.1136, 2.9897], [1.6147, -4.7420, 2.6593], [2.4923, -4.1295, 1.7703], [2.1976, -2.8991, 1.1761], [3.1731, -2.2777, 0.2473], [0.9920, -2.2387, 1.5294], [0.7394, -0.9540, 1.0493], [0.5611, 0.0739, 1.9346], [1.0570, -0.0221, 3.3352], [-0.0381, 1.2604, 1.4937], [-0.2290, 2.4012, 2.4373], [-0.5205, 1.3050, 0.2476], [-0.9209, 2.4168, -0.4388], [-0.0191, 3.4721, -0.7322], [1.3767, 3.4970, -0.2371], [-0.4784, 4.5506, -1.5019], [-1.7780, 4.6037, -1.9879], [-2.6711, 3.5916, -1.6686], [-2.2671, 2.4952, -0.8929], [-3.2752, 1.4955, -0.4688], [-2.0204, -3.0801, 2.4471], [-1.4774, -1.4105, 2.1825], [-1.3753, -2.1924, 3.7889], [-0.2606, -4.5784, 3.6800], [1.8570, -5.7054, 3.0786], [3.4388, -4.6002, 1.5575], [4.0566, -2.8998, 0.1357], [3.4865, -1.2964, 0.6052], [2.7099, -2.1502, -0.7329], [1.5124, -0.9870, 3.5478], [0.2414, 0.1521, 4.0394], [1.7998, 0.7520, 3.5439], [-0.8682, 2.1002, 3.2679], [-0.6925, 3.2491, 1.9405], [0.7216, 2.7087, 2.8712], [1.7240, 2.5351, 0.1391], [1.4674, 4.2354, 0.5663], [2.0539, 3.8434, -1.0189], [0.2049, 5.3557, -1.7191], [-2.1025, 5.4411, -2.5865], [-3.7002, 3.6462, -1.9986], [-4.0396, 1.3581, -1.2320], [-3.8040, 1.8790, 0.4138], [-2.8246, 0.5400, -0.1949], [-1.9776, 1.0111, -4.6724], [-2.9700, -0.1841, -3.9548], [-2.3832, -0.6903, -2.8395], [-1.1694, -0.1390, -2.5396], [-0.8477, 0.7823, -3.4274], [-3.9177, -0.4561, -4.3774], [-2.8129, -1.4561, -2.2185], [0.0549, 1.3659, -3.3837], [0.0341, -3.6593, -0.9356], [-0.6723, -2.5766, -0.7439], [-1.9044, -2.7990, -0.3432]], "lowdin_charge": [1.1289, 1.0460, -0.9894, 0.9968, -0.0091, -0.0092, -0.0131, -0.1887, 0.0230, 0.0311, 0.0289, -0.1864, -0.0478, -0.2285, -0.0116, -0.2061, 0.0396, -0.2131, 0.0477, 0.0816, -0.2289, -0.1943, -0.0714, 0.0115, 0.0105, 0.0037, -0.1889, -0.0179, 0.1164, 0.0760, 0.1162, 0.1413, 0.1384, 0.1347, 0.1057, 0.0820, -0.0086, 0.1089, 0.1203, 0.1217, 0.1246, 0.1077, 0.1191, 0.0216, 0.1168, 0.0930, 0.1357, 0.1352, 0.1367, 0.0999, 0.1185, 0.0610, 1.1632, -0.3068, -0.2236, -0.2185, -0.4917, 0.0979, 0.1188, 0.0351, 0.2239, -0.7960, 0.2305], "orbital_gap_ev": [5.363, 4.228], "e_homo_ev": [-17.4036, -17.0043], "charge": 3, "energy_ev": -65789.9258, "e_lumo_ev": [-12.04, -12.78], "spin_multiplicity": 2, "relative_energy_kj_mol": 272.2}



{"formula": "C7H11O2", "method": "ωB97M-V with the def2-TZVPD basis set", "elements": ["C", "C", "C", "C", "C", "C", "C", "O", "O", "H", "H", "H", "H", "H", "H", "H", "H", "H", "H", "H"], "positions_angstrom": [[1.0824, -0.6239, -2.5953], [1.1610, -1.1038, -0.1716], [1.7757, -0.3584, -1.4517], [-2.0875, 0.4305, 0.6828], [-0.8679, 0.4380, -0.2698], [-1.6493, -0.5591, 1.7730], [0.2280, -0.2035, 0.6046], [0.7785, -1.0665, -3.5882], [-0.3907, -1.0553, 1.5134], [0.6111, -2.0147, -0.4051], [1.9880, -1.5348, 0.4488], [2.7915, -0.6798, -1.6226], [1.9656, 0.6590, -1.0776], [-2.1176, 1.4730, 1.0890], [-2.9975, 0.0845, 0.0766], [-1.1049, -0.1401, -1.1563], [-0.8148, 1.3912, -0.7986], [-1.6229, -0.1191, 2.8548], [-2.3872, -1.3826, 1.9698], [0.7891, 0.5305, 1.2656]], "lowdin_charge": [0.0236, -0.0647, -0.0468, -0.1213, -0.1389, -0.2207, -0.3678, 0.4078, -0.0871, 0.1389, 0.1556, 0.1700, 0.1808, 0.1288, 0.1454, 0.0999, 0.1240, 0.1521, 0.1348, 0.1856], "orbital_gap_ev": 7.528, "e_homo_ev": -13.1605, "charge": 1, "energy_ev": -11522.6718, "e_lumo_ev": -5.63, "relative_energy_kj_mol": 75.5}